w.
{
  "formula": "CN3O2S",
  "method": "ωB97M-V with the def2-TZVPD basis set",
  "species": ["S", "O", "O", "N", "N", "N", "C"],
  "coordinates": [[-1.67921, 1.00161, -0.86685], [1.89653, 1.41575, 0.90560], [2.30971, -0.86711, 0.06751], [0.92956, -0.42030, -0.30373], [-2.29017, -0.73235, 1.15574], [1.53229, 0.38457, 0.37021], [-2.25094, 0.07054, 0.33223]],
  "lumo_energy_ha": 0.1264,
  "homo_ev": -3.61,
  "total_charge": -1,
  "gap_ev": 7.053
}

=====

x.
{
  "formula": "CN3O2S",
  "method": "ωB97M-V with the def2-TZVPD basis set",
  "species": ["S", "O", "O", "N", "N", "N", "C"],
  "coordinates": [[1.87399, 1.22225, 0.42322], [-1.47162, -1.36171, 1.37524], [-2.18071, 1.19918, -0.80390], [-2.08959, 0.17344, -0.13254], [2.91455, -0.79939, -1.08950], [-1.40317, -0.39125, 0.63536], [2.35655, -0.04252, -0.40788]],
  "lumo_energy_ha": [0.0542, 0.0543],
  "homo_ev": [-3.67, -3.67],
  "total_charge": -1,
  "gap_ev": [5.143, 5.149]
}

=====

What should be chosen as the least stable of them? Choose w.

=====

w.
{
  "formula": "C3H8NO2",
  "method": "ωB97M-V with the def2-TZVPD basis set",
  "species": ["O", "O", "N", "C", "C", "C", "H", "H", "H", "H", "H", "H", "H", "H"],
  "coordinates": [[-2.85961, 0.59597, 0.21177], [2.34782, -0.31816, -0.01594], [0.30232, 1.70896, -0.04852], [1.18301, -0.64544, -0.57608], [0.20012, -1.32184, 0.03553], [-2.53440, -0.45763, -0.03227], [2.43095, -0.64310, 0.91439], [0.17879, 1.65238, 1.03744], [1.22527, -0.31667, -1.60074], [-0.41896, 2.40801, -0.28249], [-0.46985, -1.83520, -0.49684], [0.03708, -1.44063, 1.12350], [-2.81553, -1.59892, -0.15706], [1.19299, 2.21228, -0.11270]],
  "lumo_energy_ha": [-0.2546, -0.2337],
  "homo_ev": [-12.78, -13.17],
  "total_charge": 1,
  "gap_ev": [5.855, 6.807]
}

=====

x.
{
  "formula": "C3H8NO2",
  "method": "ωB97M-V with the def2-TZVPD basis set",
  "species": ["O", "O", "N", "C", "C", "C", "H", "H", "H", "H", "H", "H", "H", "H"],
  "coordinates": [[2.51485, -1.01089, 0.60269], [1.00649, -0.49207, -1.09194], [-1.05504, 0.02341, 0.64434], [-2.59239, 1.90926, 0.45816], [-2.14459, 0.76508, -0.15500], [2.12384, -0.93699, -0.75948], [-1.38292, -0.87465, 1.02330], [-1.99351, 2.55953, 1.18678], [-3.74099, 2.18253, 0.28332], [2.55288, -1.40444, -1.62030], [-0.19466, -0.07993, -0.02962], [3.21167, -1.57082, 0.63147], [-0.87616, 0.67708, 1.44214], [-2.68290, -0.05359, -0.77549]],
  "lumo_energy_ha": -0.1317,
  "homo_ev": -14.68,
  "total_charge": 1,
  "gap_ev": 11.095
}

=====

y.
{
  "formula": "C3H8NO2",
  "method": "ωB97M-V with the def2-TZVPD basis set",
  "species": ["O", "O", "N", "C", "C", "C", "H", "H", "H", "H", "H", "H", "H", "H"],
  "coordinates": [[-0.11960, -0.56322, -1.78156], [1.65898, 0.40074, 1.41307], [0.43027, 0.07229, 1.17332], [-0.62829, 1.07356, 1.60957], [0.02366, -0.99614, 0.64396], [-0.15429, -0.29019, -2.92937], [-0.89746, 1.60893, 0.68170], [-1.41205, 0.41744, 1.92214], [-0.26634, 1.69702, 2.40940], [2.29234, -0.10712, 0.93713], [0.55163, -1.92860, 0.48558], [0.73153, 0.10138, -3.52751], [-1.18171, -0.40502, -3.45307], [-1.02867, -1.08109, 0.41565]],
  "lumo_energy_ha": -0.1534,
  "homo_ev": -14.15,
  "total_charge": 1,
  "gap_ev": 9.980
}

=====

z.
{
  "formula": "C3H8NO2",
  "method": "ωB97M-V with the def2-TZVPD basis set",
  "species": ["O", "O", "N", "C", "C", "C", "H", "H", "H", "H", "H", "H", "H", "H"],
  "coordinates": [[2.69003, -0.08295, 0.64975], [0.70629, -0.11303, 1.61460], [-0.86072, -0.00490, -0.49908], [1.90459, -0.17885, 1.71379], [-2.22033, -0.48601, -0.77610], [-0.24842, 0.83524, -1.21790], [-2.78707, 0.26436, -1.31639], [3.61821, 0.05299, 0.89212], [-2.63932, -0.76203, 0.18523], [-0.76310, 1.39194, -1.99147], [0.78958, 1.04134, -0.98279], [-0.38425, -0.36118, 0.37078], [-2.19557, -1.41827, -1.33738], [2.39008, -0.17866, 2.69484]],
  "lumo_energy_ha": -0.1635,
  "homo_ev": -15.56,
  "total_charge": 1,
  "gap_ev": 11.105
}

=====

What should be chosen as the least stable of them? Choose w.

=====

w.
{
  "formula": "C4H5ClO",
  "method": "ωB97M-V with the def2-TZVPD basis set",
  "species": ["Cl", "O", "C", "C", "C", "C", "H", "H", "H", "H", "H"],
  "coordinates": [[-0.03780, 0.13812, -2.18455], [2.27516, 1.04666, -0.82741], [-0.70735, -1.00230, 0.36354], [0.26674, -0.10424, -0.52308], [-1.11355, 0.43000, 0.46356], [1.51363, 0.44943, -0.10351], [-0.63439, 1.22327, 1.05376], [-1.43898, -1.50482, -0.30578], [1.86550, 0.29684, 1.04070], [-0.04826, -1.56297, 1.13277], [-1.94069, 0.59002, -0.11000]],
  "lumo_energy_ha": 0.0213,
  "homo_ev": -9.23,
  "gap_ev": 9.809
}

=====

x.
{
  "formula": "C4H5ClO",
  "method": "ωB97M-V with the def2-TZVPD basis set",
  "species": ["Cl", "O", "C", "C", "C", "C", "H", "H", "H", "H", "H"],
  "coordinates": [[-1.47925, 1.05762, 2.45650], [-0.64797, -1.57772, -0.51958], [1.30780, -0.68409, 0.46434], [2.43628, -0.88794, 0.85774], [-0.28094, 0.83035, -0.68976], [0.05929, -0.39502, -0.21492], [-1.15148, 0.87756, -1.33997], [-1.19509, -1.29393, -1.34649], [0.13414, 1.66413, -0.19548], [3.19528, -1.13205, 1.42493], [-0.59145, 1.36138, 1.64157]],
  "lumo_energy_ha": 0.0175,
  "homo_ev": -9.32,
  "gap_ev": 9.792
}

=====

What should be chosen as the least stable of them? Choose x.

=====

w.
{
  "formula": "C4H12NOS",
  "method": "ωB97M-V with the def2-TZVPD basis set",
  "species": ["S", "O", "N", "C", "C", "C", "C", "H", "H", "H", "H", "H", "H", "H", "H", "H", "H", "H", "H"],
  "coordinates": [[-0.23425, 0.37187, 2.02382], [-1.54899, -1.79769, 0.86283], [-0.04851, 0.66774, -2.22548], [-1.26690, -0.20168, -2.36045], [1.40296, 0.94056, -0.11695], [1.39457, 0.08238, 1.10491], [0.98911, 0.07732, -1.41247], [-1.26081, -0.73755, 1.10237], [-1.23624, -0.82026, -3.29187], [-1.06923, -2.39551, 1.43811], [2.38325, 1.38060, -0.39530], [0.68197, 1.77004, -0.18056], [-2.16165, 0.43609, -2.37292], [1.81190, -0.29967, -2.03984], [2.18949, 0.42392, 1.78094], [-0.41851, 1.55269, -1.92387], [-1.32205, -0.75535, -1.40670], [1.44996, -0.99463, 1.09871], [0.64640, -0.85560, -0.95120]],
  "lumo_energy_ha": 0.1507,
  "homo_ev": -2.99,
  "total_charge": -1,
  "gap_ev": 7.090
}

=====

x.
{
  "formula": "C4H12NOS",
  "method": "ωB97M-V with the def2-TZVPD basis set",
  "species": ["S", "O", "N", "C", "C", "C", "C", "H", "H", "H", "H", "H", "H", "H", "H", "H", "H", "H", "H"],
  "coordinates": [[-0.06704, 2.99452, 2.22219], [-4.20835, -1.00466, 2.71866], [0.65156, -0.11906, -0.36988], [1.13732, -1.78527, -2.10325], [0.99457, 1.05180, 0.49918], [1.45501, -0.41233, -1.53724], [-0.29076, 1.73076, 0.94284], [0.58791, -1.77280, -3.03289], [1.13180, 0.34623, -2.27293], [-4.38240, -0.10238, 3.02183], [1.60350, 1.70772, -0.12236], [-0.93666, 0.96652, 1.37332], [0.60091, -2.36226, -1.34556], [2.05031, -2.35273, -2.31524], [-0.28377, -0.50157, -0.31173], [-3.27452, -0.86798, 2.49490], [1.50318, 0.60100, 1.34531], [-0.75997, 2.12099, 0.03701], [2.48739, -0.23851, -1.24416]],
  "lumo_energy_ha": 0.1260,
  "homo_ev": -2.39,
  "total_charge": -1,
  "gap_ev": 5.816
}

=====

What should be chosen as the least stable of them? Choose w.